62
Properties=species:S:1:pos:R:3 method="wB97M-V/def2-TZVPD" lumo_ev="-11.203 / -11.206" max_force_ev_per_a=5.71 charge=+3 homo_lumo_gap_ev="5.86 / 5.86" de_lowest_kj_mol=393.2
Tc 1.639 0.362 -2.412
C 0.876 -3.809 -0.979
C 0.731 -2.627 -1.925
C 0.063 -3.007 -3.248
O 2.009 -2.002 -2.183
C -0.009 -1.446 -1.314
O -0.451 -1.445 -0.145
O -0.077 -0.401 -2.002
H 1.505 -4.567 -1.442
H -0.097 -4.256 -0.781
H 1.320 -3.522 -0.030
H 0.635 -3.796 -3.732
H 0.007 -2.154 -3.930
H -0.940 -3.385 -3.075
H 2.520 -2.559 -2.795
S -0.579 2.150 -5.548
Sb 0.983 3.332 -4.416
S 0.628 2.424 -1.985
S 3.183 1.019 -3.688
S 2.637 4.824 -3.999
C 3.515 3.375 -0.725
Te 2.652 1.487 -0.213
C 4.559 0.502 -0.169
H 4.053 3.284 -1.673
H 4.215 3.635 0.073
H 2.740 4.142 -0.790
H 5.095 0.841 0.714
H 5.118 0.787 -1.060
H 4.453 -0.580 -0.122
C -0.667 -2.651 2.776
Si 0.574 -1.220 2.873
C 1.068 -0.707 4.626
C 2.148 -1.286 1.767
C -0.361 0.419 2.257
Te -1.092 0.562 0.296
C -3.029 -0.131 0.597
Si -3.952 1.596 0.383
C -5.754 1.408 0.884
C -3.526 1.944 -1.450
C -2.816 2.700 1.455
H -0.185 -3.600 2.993
H -1.171 -2.753 1.818
H -1.436 -2.523 3.536
H 1.606 -1.510 5.120
H 0.197 -0.493 5.240
H 1.709 0.172 4.656
H 2.671 -2.227 1.914
H 2.842 -0.494 2.061
H 1.945 -1.187 0.695
H 0.303 1.282 2.387
H -1.226 0.564 2.902
H -3.113 -0.628 1.560
H -3.313 -0.804 -0.210
H -6.261 0.636 0.309
H -6.288 2.336 0.713
H -5.870 1.161 1.936
H -4.024 1.238 -2.113
H -2.442 1.872 -1.628
H -3.839 2.935 -1.767
H -2.877 2.458 2.512
H -3.037 3.759 1.363
H -1.770 2.558 1.134

75
Properties=species:S:1:pos:R:3 method="wB97M-V/def2-TZVPD" lumo_ev=-0.801 max_force_ev_per_a=3.15 charge=0 homo_lumo_gap_ev=6.32 de_lowest_kj_mol=0.0
O 0.340 -1.221 -0.847
V -0.886 -0.956 0.126
O -2.137 -0.489 -0.839
C 1.109 -5.054 -0.543
C 2.446 -4.782 -1.247
C 2.597 -5.379 -2.634
O 3.822 -4.949 -3.188
C 3.911 -5.304 -4.550
N 2.467 -3.245 -1.334
H 1.591 -3.026 -1.812
H 2.396 -2.785 -0.419
H 3.300 -2.886 -1.793
H 0.947 -6.135 -0.535
H 0.289 -4.719 -1.186
H 0.933 -4.625 0.441
H 3.344 -5.012 -0.677
H 1.693 -5.286 -3.248
H 2.710 -6.470 -2.565
H 4.959 -5.205 -4.835
H 3.271 -4.632 -5.128
H 3.684 -6.368 -4.679
C -4.965 1.800 0.966
C -4.911 1.597 -0.556
C -6.219 2.068 -1.234
O -6.005 2.196 -2.624
C -6.917 2.997 -3.337
N -3.768 2.443 -1.103
H -3.896 2.605 -2.104
H -3.707 3.388 -0.727
H -2.879 1.988 -0.914
H -5.654 1.081 1.396
H -5.224 2.821 1.257
H -3.957 1.655 1.356
H -4.790 0.559 -0.857
H -6.410 3.060 -0.810
H -7.024 1.388 -0.954
H -6.421 3.618 -4.084
H -7.478 3.764 -2.790
H -7.671 2.342 -3.777
C 4.459 5.858 0.926
C 3.502 4.734 0.473
C 4.119 3.368 0.515
O 3.055 2.505 0.153
C 3.427 1.152 -0.046
N 2.225 4.686 1.324
H 1.734 3.805 1.091
H 2.451 4.787 2.314
H 1.665 5.513 1.128
H 5.177 5.893 0.113
H 4.861 5.577 1.900
H 3.934 6.791 1.130
H 3.089 4.865 -0.526
H 4.408 2.974 1.495
H 4.946 3.241 -0.187
H 3.963 0.691 0.784
H 4.056 1.098 -0.945
H 2.561 0.540 -0.293
C -2.816 -1.871 4.105
F -3.564 -1.782 5.191
F -1.511 -1.790 4.352
F -2.992 -3.037 3.490
S -3.223 -0.478 2.895
O -2.986 0.761 3.612
O -2.287 -0.716 1.783
O -4.636 -0.627 2.592
C 2.565 -0.615 3.386
F 3.761 -0.993 3.795
F 1.771 -0.525 4.450
F 2.639 0.606 2.846
S 1.798 -1.822 2.144
O 0.498 -1.243 1.783
O 2.757 -1.821 1.031
O 1.685 -3.122 2.766
Br -1.555 -3.732 0.321
Br -0.425 1.887 0.494

60
Properties=species:S:1:pos:R:3 method="wB97M-V/def2-TZVPD" smiles=BrCCBr.BrCCBr.BrCCBr.CCO.CCO.CCO.CCO lumo_ev=0.179 max_force_ev_per_a=2.55 charge=0 homo_lumo_gap_ev=9.94 de_lowest_kj_mol=164.3
Br 2.368 -1.020 0.729
C 0.453 -1.274 0.190
C 0.270 -0.781 -1.209
Br -1.628 -0.958 -1.801
H -0.221 -0.757 0.874
H 0.279 -2.349 0.230
H 0.737 -1.538 -1.839
H 0.624 0.248 -1.274
Br -5.144 2.401 -3.532
C -3.458 2.128 -2.533
C -3.667 2.748 -1.129
Br -4.058 4.613 -1.153
H -2.582 2.643 -2.930
H -3.344 1.045 -2.582
H -2.771 2.559 -0.538
H -4.488 2.274 -0.591
Br -2.219 -5.193 1.658
C -2.219 -4.091 0.017
C -2.806 -5.044 -1.040
Br -2.958 -4.050 -2.811
H -1.223 -3.922 -0.392
H -2.832 -3.190 0.047
H -3.780 -5.389 -0.694
H -2.185 -5.939 -1.087
C -3.212 2.515 2.556
C -2.872 1.046 2.326
O -1.628 0.980 1.569
H -4.009 2.624 3.291
H -3.468 3.084 1.662
H -2.336 3.060 2.907
H -3.637 0.383 1.921
H -2.568 0.753 3.331
H -0.926 1.098 2.213
C 3.749 -2.988 -2.931
C 5.056 -2.323 -3.323
O 4.722 -1.016 -3.711
H 2.974 -2.922 -3.694
H 3.280 -2.529 -2.060
H 3.938 -4.037 -2.702
H 5.433 -2.748 -4.253
H 5.787 -2.381 -2.517
H 3.974 -1.100 -4.307
C -0.027 -0.410 4.341
C 0.893 0.696 3.791
O 0.120 1.801 3.514
H -0.474 -0.149 5.300
H 0.341 -1.436 4.365
H -0.842 -0.464 3.619
H 1.389 0.370 2.878
H 1.541 0.920 4.639
H 0.597 2.634 3.553
C 3.433 3.576 -1.345
C 3.366 2.515 -0.170
O 2.614 3.135 0.895
H 3.617 4.591 -0.992
H 2.636 3.512 -2.086
H 4.290 3.369 -1.987
H 4.381 2.376 0.202
H 3.002 1.506 -0.362
H 1.719 2.795 0.957

57
Properties=species:S:1:pos:R:3 method="wB97M-V/def2-TZVPD" s2=8.754 lumo_ev="0.229 / 0.218" max_force_ev_per_a=1.87 charge=0 multiplicity=6 homo_lumo_gap_ev="6.90 / 7.39" de_lowest_kj_mol=0.0
Mn 16.695 14.728 10.445
C 18.229 17.583 7.717
C 16.900 16.845 7.913
C 16.288 16.461 6.562
O 17.025 15.786 8.745
H 18.090 18.551 7.223
H 18.915 16.994 7.098
H 18.720 17.738 8.679
H 16.192 17.610 8.338
H 15.221 16.240 6.677
H 16.767 15.585 6.118
H 16.379 17.292 5.852
C 20.360 13.677 12.547
C 19.546 14.703 11.777
C 20.441 15.496 10.825
O 18.507 14.104 11.108
H 21.416 13.959 12.611
H 20.317 12.732 12.000
H 20.001 13.507 13.565
H 19.127 15.448 12.500
H 21.171 16.089 11.388
H 19.825 16.184 10.240
H 20.933 14.821 10.123
C 14.936 14.728 14.656
C 15.267 15.151 13.238
C 16.196 16.347 13.222
O 16.681 16.530 11.930
C 17.216 17.821 11.666
N 15.922 14.072 12.440
H 14.449 13.751 14.684
H 14.303 15.459 15.162
H 15.843 14.614 15.263
H 14.345 15.407 12.708
H 17.024 16.160 13.925
H 15.661 17.246 13.552
H 18.186 17.957 12.153
H 16.499 18.596 11.945
H 17.402 17.862 10.591
H 15.403 13.211 12.619
H 16.800 13.863 12.933
C 13.837 12.240 8.125
C 14.644 13.395 8.705
C 13.763 14.273 9.587
O 14.505 15.372 10.073
C 13.840 16.618 9.958
N 15.828 12.930 9.506
H 14.481 11.545 7.580
H 13.077 12.595 7.429
H 13.368 11.645 8.917
H 15.048 13.998 7.889
H 13.385 13.664 10.427
H 12.891 14.626 9.029
H 12.980 16.666 10.632
H 13.554 16.803 8.919
H 14.556 17.392 10.232
H 15.535 12.091 10.007
H 16.486 12.549 8.824